(1)
72
Properties=species:S:1:pos:R:3:forces:R:3 method="wB97M-V/def2-TZVPD" homo_lumo_gap_ev=8.665 multiplicity=1 e_above_lowest_kj_mol=271.5 smiles="NC(N)=O.NC(N)=O.NC(N)=O.NC(N)=O.NC(N)=O.NC(N)=O.NC(N)=O.NC(N)=O.NC(N)=O"
N 12.179457 -24.122056 3.521920 0.42 0.89 -0.30
C 12.785699 -23.050080 2.928093 -0.78 1.12 -1.03
N 14.139473 -23.195196 2.959024 0.77 0.30 0.22
O 12.246088 -22.087943 2.394389 0.05 -0.90 0.39
H 11.240200 -24.372721 3.283887 -0.03 -0.23 0.47
H 12.834465 -24.517862 4.162843 -1.01 -1.18 0.37
H 14.671265 -22.342141 2.905188 0.06 -0.11 -0.01
H 14.488118 -23.936103 3.539721 0.53 0.10 -0.15
N 20.085969 -29.192502 2.950644 -0.65 -0.14 0.58
C 19.680077 -28.991538 4.237716 1.58 1.34 -0.72
N 20.463269 -29.689678 5.137376 -1.69 0.95 -0.31
O 18.893797 -28.082337 4.529165 0.30 -1.27 0.42
H 20.575502 -30.044421 2.760192 0.07 0.13 -0.72
H 19.686382 -28.582906 2.258667 -0.03 -0.40 -0.27
H 21.031105 -30.449198 4.824780 0.18 -0.17 0.47
H 20.225076 -29.460827 6.081215 0.57 -0.67 0.39
N 10.013523 -27.583915 0.775930 0.01 0.22 0.09
C 11.254352 -27.850534 0.271871 -0.15 1.11 -1.54
N 11.843408 -28.975946 0.729009 1.09 -0.69 0.87
O 11.768182 -27.141258 -0.598583 -0.33 -0.32 0.94
H 9.526634 -26.805893 0.369364 -0.17 -0.17 0.00
H 9.546982 -28.260222 1.348563 -0.23 0.11 0.02
H 11.471453 -29.398589 1.568277 -0.19 0.03 -0.02
H 12.836973 -28.809639 0.881071 -0.35 -0.35 -0.36
N 16.587302 -31.200321 -1.097106 -0.03 -0.45 -0.63
C 15.845474 -30.806584 -0.032951 0.48 1.81 1.05
N 15.124673 -29.647549 -0.253485 0.44 -1.90 0.62
O 15.966728 -31.325016 1.081430 -0.20 0.24 -0.37
H 16.507124 -30.673808 -1.944132 0.22 -0.10 -0.21
H 17.400768 -31.770094 -0.955828 -0.20 -0.19 0.08
H 14.800421 -29.177007 0.607236 0.07 0.04 -0.78
H 15.274776 -29.239667 -1.151637 -0.42 0.73 0.07
N 13.193367 -27.298973 7.772162 -1.03 -0.78 0.86
C 13.529808 -27.069330 9.096470 0.63 0.80 -0.45
N 14.719132 -26.392745 9.191527 -0.62 0.00 0.11
O 12.909456 -27.419371 10.083930 -0.21 -0.46 -0.56
H 13.662799 -26.915847 6.977982 0.43 -0.03 0.09
H 12.395983 -27.888421 7.599326 -0.03 0.14 -0.03
H 14.948231 -26.064351 10.112412 0.15 0.24 -0.17
H 15.058136 -25.962332 8.351812 0.50 0.17 0.23
N 18.017119 -32.898912 2.402197 0.43 -0.79 -0.18
C 17.345327 -34.113834 2.498937 -1.44 1.75 0.17
N 18.034436 -35.140747 3.064675 -0.03 -0.21 0.18
O 16.157251 -34.182850 2.229996 0.66 -0.49 0.12
H 18.867742 -32.831036 2.932470 -0.12 0.27 0.11
H 17.405451 -32.097357 2.308123 0.06 -0.17 -0.33
H 17.409732 -35.867791 3.368548 0.49 -0.43 -0.24
H 19.021619 -35.259233 2.944315 -0.02 -0.23 0.12
N 18.054626 -28.945474 7.159045 0.77 0.30 -0.82
C 16.849104 -28.438016 7.478889 0.10 0.25 -0.36
N 16.383858 -28.751408 8.717654 -0.96 0.11 -0.68
O 16.204521 -27.723533 6.694572 0.36 -0.42 0.63
H 18.471910 -28.605129 6.284657 -0.38 -0.03 0.32
H 18.522675 -29.630677 7.719783 -0.09 0.00 0.14
H 15.374665 -28.763427 8.651173 0.09 0.03 0.94
H 16.864987 -29.357888 9.352921 -0.03 -0.22 -0.08
N 14.973376 -27.606711 4.125601 -1.54 0.77 -0.23
C 15.065534 -28.453398 3.082895 2.15 0.37 0.02
N 16.198649 -29.207946 3.204508 0.06 -1.27 -1.13
O 14.325859 -28.468712 2.096763 -0.14 -0.14 0.97
H 15.680872 -27.540468 4.842244 -0.21 -0.19 0.30
H 14.079620 -27.148310 4.203988 0.27 0.21 0.16
H 16.394535 -29.892086 2.482835 -0.36 0.01 -0.16
H 16.914467 -29.111638 3.902880 -0.31 0.54 0.29
N 12.086393 -30.815781 6.632242 -0.22 -0.57 0.50
C 12.529390 -31.073976 5.371556 -0.37 1.95 -2.25
N 13.878297 -30.858790 5.187109 -0.15 -0.85 1.11
O 11.752013 -31.197311 4.430779 0.36 -0.37 0.67
H 11.141150 -31.108844 6.818124 0.14 -0.03 0.26
H 12.748337 -30.698657 7.376537 -0.19 -0.09 0.22
H 14.447600 -31.061271 5.988623 0.46 0.39 -0.24
H 14.253561 -30.360502 4.403112 -0.05 -0.41 -0.26

(2)
33
Properties=species:S:1:pos:R:3:forces:R:3 method="wB97M-V/def2-TZVPD" homo_lumo_gap_ev="6.627 / 6.632" multiplicity=1 e_above_lowest_kj_mol=64.7 total_charge=-1
Pd 0.096534 -0.925981 -1.473185 -1.04 0.36 -0.91
F 5.020188 0.323814 -1.167860 0.18 -0.11 -0.09
C 4.063445 1.236779 -1.028845 -0.11 0.00 -0.01
F 4.109728 2.054361 -2.075669 0.02 0.17 -0.14
F 4.314224 1.943828 0.065625 0.05 0.06 0.19
S 2.418638 0.379710 -0.946078 0.51 0.19 -0.09
O 1.933381 0.443551 -2.322816 0.22 -0.23 0.30
O 2.737573 -0.919715 -0.426995 0.03 0.23 0.12
N 1.663949 1.292892 0.092840 -0.21 -0.12 -0.09
S 0.247557 1.938820 -0.151044 0.23 -0.17 -0.24
O -0.425737 1.420542 -1.342584 0.35 -0.42 0.64
O -0.506245 2.113872 1.044973 0.12 -0.08 -0.03
C 0.739257 3.635644 -0.630482 -0.12 -0.03 -0.15
F -0.329758 4.322055 -1.027035 -0.16 0.18 -0.05
F 1.618190 3.606312 -1.630171 0.08 0.02 -0.13
F 1.293408 4.263217 0.399673 0.09 0.13 0.16
Cl -5.704311 -0.710408 3.085235 0.10 0.00 -0.05
C -4.138008 -0.760259 2.345528 -0.07 0.01 0.03
C -4.008180 -0.792627 0.962500 0.00 0.00 0.00
Cl -5.422412 -0.758184 -0.035291 0.07 -0.01 0.07
C -2.750875 -0.850115 0.377404 -0.01 0.00 -0.12
Cl -2.606842 -0.891323 -1.346985 -0.43 -0.13 -0.10
C -1.555411 -0.879034 1.130775 0.17 -0.08 0.05
O -0.373909 -0.951852 0.636983 -0.19 -0.36 -0.14
C -1.727901 -0.813799 2.538359 0.00 0.02 0.11
Cl -0.291236 -0.786397 3.492978 -0.09 -0.04 -0.04
C -2.979340 -0.766957 3.126235 0.03 0.01 0.02
Cl -3.117879 -0.719000 4.849482 0.00 0.01 -0.05
C 1.176206 -3.510563 -1.691899 -0.06 -0.05 -0.09
O 0.172941 -2.674815 -2.214150 0.34 0.30 0.78
H 0.839717 -4.549953 -1.767058 -0.05 -0.01 -0.03
H 1.370868 -3.304575 -0.637044 -0.06 0.06 0.09
H 2.122236 -3.409825 -2.233403 0.02 0.08 -0.02

(3)
22
Properties=species:S:1:pos:R:3:forces:R:3 method="wB97M-V/def2-TZVPD" homo_lumo_gap_ev="8.151 / 4.990" multiplicity=7 total_charge=+4
Fe 5.147276 -1.466570 -2.991195 -1.18 2.51 3.03
Ce 0.106135 0.178064 -0.996270 2.98 -2.81 -0.56
Cl 3.178478 -0.944689 -2.359725 -0.77 0.65 0.57
Cl 0.153473 -2.255677 -1.605777 -0.45 1.63 0.51
C -1.975693 0.944747 -1.988308 -7.74 0.90 -0.99
C 7.068782 -1.430347 -3.284753 7.13 -2.41 -3.66
C 4.761645 -2.671527 -4.297268 1.02 -7.75 -8.10
O -3.131418 1.021423 -2.009301 5.46 -0.22 -0.18
O 7.973178 -1.854908 -3.878067 -4.33 2.47 3.28
O 4.972549 -3.471796 -5.132405 -1.65 4.63 4.80
N -5.481279 -0.048487 3.586615 -1.06 -0.34 0.46
C -4.493192 0.265365 3.038890 2.32 0.68 -1.32
C -3.221307 0.663115 2.511661 -2.11 -0.43 1.53
C -2.382828 1.395263 3.360049 1.09 0.63 0.74
C -1.146933 1.793454 2.884780 0.46 0.36 0.01
C -0.767826 1.390736 1.596073 -0.77 -0.12 0.57
N -1.509061 0.554902 0.836527 -1.59 0.53 0.46
C -2.776194 0.286414 1.249017 1.33 -0.53 -1.71
H -2.689928 1.644717 4.375393 -0.03 0.03 -0.14
H -0.478493 2.417622 3.486224 -0.25 -0.17 -0.19
H 0.118925 1.787084 1.085439 0.22 0.09 0.76
H -3.426289 -0.198906 0.532401 -0.07 -0.32 0.12

(4)
24
Properties=species:S:1:pos:R:3:forces:R:3 method="wB97M-V/def2-TZVPD" homo_lumo_gap_ev=7.427 multiplicity=1 e_above_lowest_kj_mol=83.1 total_charge=-1
Pd -0.199500 0.099600 -0.017600 -0.71 0.18 -0.64
Cl 2.321900 0.170200 0.095300 -0.13 -0.14 -0.04
C 2.810500 1.834900 0.024900 0.02 0.86 0.01
C 4.165700 2.123600 0.012100 -0.13 -0.20 0.04
C 4.602300 3.436600 -0.002200 -0.05 0.00 0.01
C 3.675600 4.466100 0.000700 0.07 -0.11 -0.01
C 2.327900 4.172400 -0.005900 0.23 -0.38 0.03
Cl 1.210000 5.477500 -0.006600 -0.24 0.42 -0.02
C 1.838300 2.852600 -0.007900 0.03 -0.55 -0.06
S 0.130600 2.581400 -0.076500 -1.07 -1.25 0.09
H 4.871400 1.310400 0.015400 0.14 -0.15 0.02
H 5.657400 3.661300 -0.008000 0.10 -0.02 0.00
H 3.996400 5.496500 0.004600 -0.02 0.09 -0.01
F -2.727300 0.788300 1.026400 0.08 -0.18 -0.63
C -2.324800 0.050500 -0.087200 1.06 0.07 1.36
F -2.708500 -1.241600 0.197300 0.37 0.45 -0.34
H -2.959800 0.392100 -0.925700 0.76 -0.04 0.06
F 1.078400 -4.510700 1.184300 0.07 0.14 0.00
C 0.014800 -4.442900 0.353300 0.26 -0.01 -0.14
F -0.009000 -5.618100 -0.300000 -0.04 0.10 -0.21
F -1.077200 -4.430400 1.139500 -0.15 0.22 -0.02
C 0.092300 -3.175400 -0.610100 -0.10 -1.05 0.05
O -0.100300 -3.368600 -1.791100 -0.24 -0.12 -0.43
O 0.384800 -2.142900 0.023500 -0.31 1.69 0.89

(5)
23
Properties=species:S:1:pos:R:3:forces:R:3 method="wB97M-V/def2-TZVPD" homo_lumo_gap_ev="8.304 / 6.334" multiplicity=5 e_above_lowest_kj_mol=24.7
Rh -1.428326 -0.819509 -1.497583 0.81 -0.10 0.18
Cl 2.436374 -0.838309 4.209717 0.00 -0.01 0.16
C 1.875674 -0.992609 2.603017 -0.88 0.02 0.11
C 2.813174 -1.037509 1.546217 0.03 -0.08 -0.82
Cl 4.477074 -0.885509 1.894117 0.17 -0.01 0.05
C 2.394774 -1.189209 0.237017 0.41 0.11 0.34
Cl 3.530374 -1.211009 -1.050083 -0.04 -0.09 -0.10
C 1.021474 -1.285909 -0.092383 -0.18 -0.02 0.55
O 0.618274 -1.502509 -1.270883 -0.26 0.12 -0.33
C 0.034674 -1.127109 1.004717 0.01 -0.04 -0.46
O -1.196326 -1.082909 0.727717 0.10 0.02 -0.18
C 0.520674 -1.040909 2.335717 0.58 0.06 0.52
Cl -0.632526 -0.952009 3.604017 -0.06 0.00 -0.06
C 0.028074 3.050091 -1.128183 -0.20 0.25 0.00
O -0.155526 1.643791 -1.375483 0.63 0.19 0.09
C -1.364626 1.241491 -1.734083 -0.84 0.31 0.04
O -2.319626 1.960091 -1.919183 0.51 -0.36 0.02
H 1.064474 3.172191 -0.828783 -0.02 -0.04 -0.06
H -0.638226 3.369491 -0.325783 0.03 0.00 -0.06
H -0.193626 3.623791 -2.029483 0.06 -0.06 0.08
N -4.384426 -1.472309 -1.617683 1.32 -0.24 -0.33
C -3.223526 -1.588909 -1.748183 -2.00 0.06 0.28
H -5.278326 -1.034709 -1.544483 -0.17 -0.09 0.00